# 1
The following is a quantum chemistry calculation of a structure of composition C23H48N13Zn, from the Open Molecules 2025 dataset.

**E_HOMO**: -10.85 eV
**Orbital gap**: 9.0 eV
**Net charge**: +1

Each line ends with the Löwdin charge.
Cartesian coordinates (Å):
Zn -0.216 -0.084 0.269  0.600
C -1.212 -0.541 -4.160  -0.016
N -1.792 -0.248 -2.857  -0.134
C -1.718 1.148 -2.473  -0.057
C -2.101 -1.226 -1.967  -0.382
N -1.875 -1.071 -0.687  0.032
C -2.751 -1.758 0.260  -0.192
C -2.245 -1.576 1.693  -0.165
N -1.589 -0.283 1.905  -0.241
C -2.485 0.857 1.697  -0.163
C -1.702 2.160 1.554  -0.179
N -0.542 1.982 0.674  0.058
C 0.076 3.048 0.238  -0.393
N 1.383 2.993 -0.133  -0.144
C 1.864 3.663 -1.330  -0.038
C 2.351 2.161 0.561  -0.054
N -0.510 4.287 0.151  -0.144
C -1.835 4.502 -0.399  -0.048
C 0.247 5.504 0.406  -0.044
C -0.874 -0.257 3.194  -0.133
C 0.645 -0.128 2.984  -0.194
N 1.020 -0.896 1.805  0.038
C 2.029 -1.719 1.878  -0.365
N 3.011 -1.621 2.846  -0.184
C 3.588 -0.336 3.180  -0.046
C 3.343 -2.735 3.712  -0.046
N 2.186 -2.722 0.981  -0.124
C 1.119 -3.189 0.117  -0.057
C 3.466 -3.362 0.719  -0.033
N -2.705 -2.344 -2.488  -0.151
C -2.296 -3.678 -2.097  -0.046
C -3.664 -2.279 -3.577  -0.045
H -0.132 -0.369 -4.149  0.061
H -1.649 0.114 -4.915  0.102
H -1.384 -1.571 -4.452  0.088
H -2.198 1.751 -3.248  0.098
H -0.688 1.490 -2.353  0.071
H -2.241 1.293 -1.531  0.065
H -2.822 -2.833 0.092  0.093
H -3.769 -1.364 0.162  0.126
H -1.495 -2.343 1.893  0.112
H -3.074 -1.722 2.398  0.135
H -3.221 0.948 2.505  0.138
H -3.025 0.684 0.766  0.107
H -1.349 2.498 2.536  0.125
H -2.412 2.906 1.200  0.090
H 1.040 4.141 -1.854  0.093
H 2.316 2.929 -2.002  0.092
H 2.619 4.417 -1.093  0.095
H 2.142 2.182 1.631  0.077
H 3.341 2.586 0.397  0.100
H 2.355 1.127 0.215  0.049
H -2.191 3.605 -0.904  0.081
H -1.785 5.306 -1.137  0.098
H -2.559 4.800 0.365  0.093
H 1.181 5.265 0.906  0.096
H -0.340 6.152 1.060  0.097
H 0.467 6.056 -0.512  0.091
H -1.079 -1.184 3.732  0.124
H -1.229 0.566 3.817  0.125
H 1.149 -0.479 3.887  0.113
H 0.893 0.926 2.840  0.091
H 3.356 0.376 2.392  0.073
H 4.675 -0.438 3.240  0.098
H 3.234 0.061 4.138  0.091
H 2.882 -3.647 3.339  0.091
H 2.976 -2.555 4.728  0.094
H 4.425 -2.882 3.764  0.094
H 0.995 -4.269 0.244  0.100
H 1.360 -2.990 -0.929  0.087
H 0.189 -2.684 0.354  0.041
H 4.270 -2.838 1.223  0.090
H 3.660 -3.349 -0.355  0.098
H 3.455 -4.404 1.052  0.096
H -1.382 -3.632 -1.507  0.083
H -2.088 -4.267 -2.994  0.098
H -3.069 -4.204 -1.528  0.092
H -3.866 -1.244 -3.836  0.095
H -4.601 -2.748 -3.266  0.096
H -3.306 -2.805 -4.467  0.091
N 2.339 -0.740 -5.535  0.111
C 2.349 -0.434 -4.419  -0.405
N 2.411 -0.059 -3.167  0.090
C 1.656 -0.161 -2.177  -0.343
N 1.003 -0.219 -1.201  0.098

Cartesian forces, eV/Å:
Zn -0.21 0.13 0.11
C 0.05 0.02 -0.09
N 0.03 0.02 0.07
C -0.06 -0.05 0.05
C -0.12 -0.01 -0.11
N 0.20 -0.01 0.20
C -0.10 0.11 -0.07
C 0.00 -0.02 -0.23
N -0.42 0.05 0.36
C 0.09 0.06 -0.01
C 0.09 -0.01 0.13
N -0.23 -0.25 0.12
C 0.07 0.15 -0.10
N 0.02 0.02 0.02
C 0.05 0.02 -0.02
C -0.14 -0.05 0.04
N 0.12 0.02 -0.14
C -0.05 -0.05 0.02
C -0.04 -0.02 0.00
C 0.23 0.00 -0.09
C -0.15 -0.16 0.01
N -0.02 0.16 0.08
C 0.16 0.03 0.05
N -0.11 0.01 -0.09
C -0.01 -0.03 0.05
C 0.05 -0.01 -0.03
N -0.02 -0.09 -0.05
C 0.03 -0.04 0.02
C -0.01 0.01 0.01
N 0.11 0.06 -0.07
C -0.02 -0.05 0.08
C -0.02 -0.01 0.00
H -0.13 0.03 -0.02
H -0.03 -0.03 -0.01
H 0.01 -0.03 0.05
H 0.02 -0.02 0.00
H 0.07 -0.02 0.02
H -0.01 -0.01 0.02
H -0.05 -0.03 0.01
H 0.01 -0.01 0.01
H 0.01 0.03 0.10
H 0.02 -0.05 0.00
H 0.01 0.02 -0.01
H -0.04 -0.05 0.02
H -0.04 0.01 -0.01
H 0.02 0.01 0.08
H -0.01 -0.01 0.01
H -0.02 -0.01 0.00
H -0.03 0.01 0.00
H 0.00 -0.01 0.00
H 0.00 0.03 0.02
H 0.03 -0.02 -0.03
H 0.01 -0.01 0.06
H 0.02 -0.02 -0.02
H -0.01 0.00 -0.03
H 0.01 -0.01 0.01
H 0.02 0.01 -0.01
H 0.00 -0.02 -0.01
H -0.05 0.01 0.00
H -0.05 -0.02 0.01
H -0.04 0.05 -0.01
H 0.05 0.02 0.04
H 0.01 0.02 0.05
H -0.01 0.01 -0.01
H 0.02 0.00 -0.03
H 0.02 0.01 0.02
H 0.01 -0.01 -0.02
H -0.01 -0.03 -0.03
H -0.02 0.02 0.01
H -0.02 0.05 0.01
H -0.05 -0.04 0.04
H 0.00 0.03 0.01
H -0.01 0.01 0.00
H 0.02 0.00 -0.01
H -0.04 0.03 0.04
H 0.01 0.02 -0.01
H 0.00 0.01 0.00
H 0.00 0.00 0.00
H 0.01 0.00 -0.01
H 0.03 0.03 0.00
N -0.01 0.03 0.06
C -0.31 -0.23 -0.09
N 0.85 0.49 0.14
C -0.65 -0.35 0.05
N 0.77 0.04 -0.89


# 2
The following is a quantum chemistry calculation of an isolated molecule of C3H7NOSi, from the Open Molecules 2025 dataset.

**Spin multiplicity**: 3
**E_HOMO (spin up / spin down)**: -5.94 / -9.94 eV
**ΔE to the lowest compared entry with this formula, charge and spin**: 2.102 eV
**Orbital gap (spin up / spin down)**: 6.9 / 6.7 eV

Each line ends with the Mulliken spin population.
Cartesian coordinates (Å):
C -1.452 -2.248 0.924  0.675
C -1.365 -1.190 0.170  0.344
C -0.247 -0.320 -0.018  0.221
N -0.178 0.212 -1.150  0.584
O 0.911 1.002 -1.481  0.075
Si 1.554 1.996 -0.425  0.009
H -2.287 -2.814 0.801  0.040
H -0.590 -2.816 1.387  0.019
H -2.289 -0.811 -0.383  0.004
H 0.426 -0.172 0.813  0.018
H 1.680 1.367 0.953  0.002
H 1.016 3.465 -0.372  0.010
H 2.822 2.329 -1.220  -0.002

Cartesian forces, eV/Å:
C 2.34 -5.97 5.15
C 1.21 9.12 -5.02
C -2.38 -4.56 6.77
N -0.38 3.14 -7.57
O -1.75 -1.91 -0.52
Si 2.68 3.66 1.15
H -2.38 -1.62 0.19
H -0.96 1.09 -0.64
H 1.43 -1.09 0.12
H 0.67 -0.51 -0.12
H 0.10 0.58 -0.71
H -0.22 -1.44 0.26
H -0.35 -0.48 0.93


# 3
The following is a quantum chemistry calculation of a cluster of 2 separate species, CHCl2O2P in total, from the Open Molecules 2025 dataset.

**E_HOMO (spin up / spin down)**: -8.50 / -8.45 eV
**ΔE to the lowest compared entry with this formula, charge and spin**: 6.158 eV
**Orbital gap (spin up / spin down)**: 7.5 / 7.9 eV

Each line ends with the Löwdin charge.
Cartesian coordinates (Å):
C -1.654 -1.097 0.215  -1.095
O 2.975 0.930 -0.842  -0.409
O 1.811 0.590 -0.050  -0.470
P 1.903 2.148 -0.531  0.849
Cl -1.313 0.332 -0.676  0.543
Cl -2.844 -1.103 1.394  0.576
H -0.878 -1.800 0.491  0.007

Cartesian forces, eV/Å:
C 0.56 -0.11 0.00
O 1.16 0.65 -0.84
O -1.28 -0.54 0.97
P 0.19 -0.14 -0.10
Cl -0.18 -0.53 0.32
Cl -0.80 0.33 0.33
H 0.34 0.34 -0.68


Short version: E = -3396.17551 -537.72898 -1450.71594 hartree, in the order given.